{"formula": "C3H2ClF3O", "method": "ωB97M-V/def2-TZVPD", "homo_ev": -11.8, "lumo_energy_ha": 0.029, "de_lowest_kcal_mol": 25.6, "symbols": ["C", "C", "C", "O", "F", "F", "F", "Cl", "H", "H"], "coordinates": [[1.92, -0.98, 0.41], [-1.61, -0.12, -0.48], [-0.99, -1.49, -0.53], [1.84, -0.90, 1.52], [-0.63, 0.83, -0.14], [-1.09, -2.21, 0.72], [-1.70, -2.35, -1.34], [-3.01, -0.04, 0.57], [-0.19, -1.37, -1.12], [-1.61, 0.21, -1.59]]}

---

{"formula": "C6H13NO", "method": "ωB97M-V/def2-TZVPD", "homo_ev": -9.0, "smiles": "CCN[C@@H](C=O)CC", "lumo_energy_ha": 0.036, "de_lowest_kcal_mol": 40.9, "symbols": ["C", "C", "N", "C", "C", "O", "C", "C", "H", "H", "H", "H", "H", "H", "H", "H", "H", "H", "H", "H", "H"], "coordinates": [[-1.17, -2.50, -0.43], [-1.32, -1.20, -1.23], [-0.15, -0.36, -1.28], [0.18, 0.35, -0.03], [1.67, 0.25, 0.20], [2.17, -0.41, 1.07], [-0.40, 1.75, 0.08], [-0.43, 2.14, 1.60], [-0.87, -2.18, 0.57], [-2.09, -3.05, -0.28], [-0.35, -3.14, -0.77], [-1.73, -1.34, -2.22], [-2.16, -0.71, -0.72], [0.61, -0.93, -1.62], [-0.25, -0.27, 0.73], [2.32, 0.78, -0.51], [-1.37, 1.83, -0.40], [0.26, 2.49, -0.36], [0.22, 1.46, 2.13], [-0.07, 3.15, 1.71], [-1.42, 2.06, 2.04]]}

---

{"formula": "C26H30As2BrIrN2O2", "method": "ωB97M-V/def2-TZVPD", "spin_multiplicity": 6, "homo_ev": [-15.7, -15.8], "charge": 3, "lumo_energy_ha": [-0.303, -0.432], "symbols": ["Ir", "O", "C", "C", "C", "C", "C", "C", "C", "O", "N", "N", "C", "C", "Br", "C", "C", "C", "C", "C", "C", "C", "H", "H", "H", "H", "H", "H", "H", "H", "H", "H", "H", "H", "H", "H", "C", "As", "C", "C", "C", "C", "C", "C", "C", "As", "C", "C", "H", "H", "H", "H", "H", "H", "H", "H", "H", "H", "H", "H", "H", "H", "H", "H"], "coordinates": [[0.86, -0.32, -1.36], [-3.10, -2.78, 2.63], [-3.62, -1.60, 2.44], [-4.98, -1.31, 2.79], [-5.46, -0.06, 2.56], [-4.62, 0.92, 2.00], [-3.27, 0.64, 1.66], [-2.74, -0.59, 1.88], [-1.33, -0.99, 1.47], [-1.47, -1.57, 0.20], [-0.49, 0.21, 1.48], [0.75, 0.11, 0.86], [1.78, 0.60, 1.44], [3.11, 0.63, 0.91], [3.32, 0.07, -0.92], [4.18, 0.94, 1.67], [5.60, 1.00, 1.39], [6.46, 0.75, 2.46], [7.83, 0.73, 2.28], [8.35, 0.99, 1.02], [7.51, 1.31, -0.04], [6.14, 1.31, 0.13], [-3.73, -3.40, 3.04], [-5.60, -2.09, 3.22], [-6.49, 0.17, 2.82], [-5.01, 1.92, 1.82], [-2.64, 1.41, 1.23], [-0.95, -1.72, 2.19], [-0.44, 0.62, 2.41], [1.67, 1.02, 2.44], [3.92, 1.14, 2.71], [6.04, 0.55, 3.45], [8.48, 0.52, 3.11], [9.42, 0.98, 0.87], [7.93, 1.58, -1.00], [5.51, 1.63, -0.68], [-0.35, 3.21, -1.68], [-0.36, 1.48, -2.51], [0.03, 1.84, -4.36], [-2.19, 0.88, -2.51], [-3.28, 1.76, -2.36], [-4.57, 1.27, -2.46], [-4.81, -0.08, -2.70], [-3.74, -0.97, -2.85], [-2.49, -0.44, -2.72], [-0.14, -2.47, -0.64], [-1.17, -3.82, -1.54], [0.68, -3.44, 0.81], [-0.96, 3.89, -2.28], [0.67, 3.58, -1.65], [-0.74, 3.16, -0.66], [-0.70, 2.56, -4.71], [-0.05, 0.92, -4.94], [1.03, 2.25, -4.46], [-3.10, 2.82, -2.21], [-5.41, 1.95, -2.38], [-5.82, -0.45, -2.81], [-3.92, -2.02, -3.07], [-2.06, -4.00, -0.94], [-0.55, -4.72, -1.57], [-1.43, -3.52, -2.54], [-0.10, -3.95, 1.36], [1.25, -2.78, 1.46], [1.35, -4.18, 0.37]]}